No. 1
{
  "formula": "C21H24BN5O4OsP",
  "method": "ωB97M-V with the def2-TZVPD basis set",
  "e_lumo_ha": [-0.41235, -0.41232],
  "e_above_lowest_kcal_mol": 2.50,
  "spin_multiplicity": 1,
  "charge": 3,
  "species": ["Os", "O", "C", "O", "C", "C", "C", "C", "C", "N", "C", "O", "O", "H", "H", "H", "H", "H", "B", "N", "C", "C", "C", "N", "N", "C", "C", "C", "N", "H", "H", "H", "H", "H", "H", "H", "H", "C", "P", "C", "C", "C", "C", "C", "C", "C", "H", "H", "H", "H", "H", "H", "H", "H", "H", "H", "H"],
  "coordinates": [[0.149, -0.287, -0.722], [-1.326, -3.431, -3.022], [-0.811, -2.653, -2.136], [-1.292, -1.568, -1.760], [0.399, -3.143, -1.436], [0.932, -4.417, -1.480], [1.869, -4.775, -0.512], [2.135, -3.891, 0.530], [1.560, -2.632, 0.501], [0.799, -2.235, -0.534], [1.448, -1.607, 1.566], [2.002, -1.680, 2.729], [0.688, -0.659, 1.322], [-2.171, -3.115, -3.396], [0.594, -5.119, -2.232], [2.322, -5.758, -0.526], [2.756, -4.203, 1.361], [2.566, -2.454, 2.891], [0.978, 2.889, -1.262], [2.095, 1.995, -0.682], [3.303, 2.349, -0.286], [4.014, 1.204, 0.098], [3.135, 0.174, -0.098], [1.955, 0.653, -0.583], [0.391, 2.077, -2.467], [0.011, 2.619, -3.612], [-0.868, 1.752, -4.282], [-1.015, 0.688, -3.440], [-0.245, 0.867, -2.324], [0.124, 3.066, -0.434], [1.464, 3.882, -1.700], [3.616, 3.380, -0.330], [5.042, 1.152, 0.411], [3.323, -0.886, -0.036], [0.353, 3.606, -3.879], [-1.324, 1.899, -5.246], [-1.602, -0.201, -3.577], [-3.008, -1.027, 0.681], [-1.837, 0.335, 0.537], [-2.664, 1.588, -0.466], [-1.497, 0.998, 2.143], [-1.672, 0.209, 3.284], [-1.442, 0.756, 4.534], [-1.031, 2.080, 4.647], [-0.847, 2.861, 3.516], [-1.078, 2.324, 2.258], [-2.573, -1.891, 1.182], [-3.381, -1.317, -0.298], [-3.839, -0.653, 1.285], [-3.536, 1.924, 0.100], [-2.990, 1.146, -1.408], [-2.011, 2.433, -0.667], [-2.016, -0.815, 3.210], [-1.599, 0.161, 5.422], [-0.869, 2.508, 5.627], [-0.539, 3.893, 3.612], [-0.941, 2.947, 1.383]],
  "nbo_charge": [1.16, -0.57, 0.81, -0.59, 0.08, -0.12, -0.09, -0.14, 0.06, -0.35, 0.81, -0.56, -0.54, 0.55, 0.29, 0.29, 0.27, 0.53, 0.15, -0.25, 0.09, -0.27, -0.03, -0.37, -0.27, 0.13, -0.28, 0.01, -0.37, -0.05, 0.02, 0.27, 0.28, 0.21, 0.28, 0.29, 0.24, -0.97, 1.35, -0.97, -0.38, -0.19, -0.19, -0.12, -0.18, -0.20, 0.26, 0.27, 0.30, 0.29, 0.26, 0.28, 0.22, 0.25, 0.25, 0.25, 0.23]
}


No. 2
{
  "formula": "C26H27N2O4RuSi",
  "method": "ωB97M-V with the def2-TZVPD basis set",
  "s_squared": 0.762,
  "e_lumo_ha": [-0.03491, -0.03530],
  "spin_multiplicity": 2,
  "charge": 0,
  "species": ["Ru", "O", "C", "O", "C", "C", "C", "C", "C", "N", "C", "O", "O", "H", "H", "H", "C", "Si", "C", "N", "C", "C", "C", "C", "C", "C", "C", "C", "C", "C", "C", "C", "C", "C", "C", "C", "C", "H", "H", "H", "H", "H", "H", "H", "H", "H", "H", "H", "H", "H", "H", "H", "H", "H", "H", "H", "H", "H", "H", "H", "H"],
  "coordinates": [[-1.024, 1.331, -0.447], [-4.350, -0.913, -0.779], [-3.469, -0.092, -0.836], [-2.404, -0.069, -0.053], [-3.513, 1.059, -1.829], [-4.646, 1.545, -2.450], [-4.566, 2.759, -3.121], [-3.382, 3.483, -3.072], [-2.291, 2.921, -2.442], [-2.335, 1.672, -1.967], [-0.985, 3.635, -2.115], [-0.668, 4.653, -2.678], [-0.281, 3.042, -1.168], [-5.574, 1.000, -2.346], [-5.438, 3.176, -3.605], [-3.309, 4.486, -3.469], [-0.189, 1.565, 1.494], [0.789, 0.023, 1.513], [1.620, -0.094, -0.172], [0.608, 0.054, -1.273], [-0.038, -1.243, -1.659], [0.342, -1.680, -3.073], [1.843, -1.502, -3.289], [2.242, -0.017, -3.141], [1.145, 0.787, -2.438], [2.136, 0.174, 2.836], [3.221, 1.041, 2.676], [4.130, 1.258, 3.703], [3.967, 0.613, 4.921], [2.904, -0.261, 5.098], [1.999, -0.475, 4.066], [-0.157, -1.547, 1.901], [-1.494, -1.535, 2.298], [-2.166, -2.716, 2.584], [-1.506, -3.932, 2.492], [-0.165, -3.963, 2.132], [0.499, -2.781, 1.842], [0.413, 2.475, 1.499], [-0.955, 1.608, 2.273], [2.190, -1.024, -0.271], [2.330, 0.731, -0.261], [-1.116, -1.160, -1.575], [0.275, -2.002, -0.942], [-0.214, -1.105, -3.817], [0.057, -2.725, -3.193], [2.129, -1.871, -4.274], [2.373, -2.110, -2.553], [2.412, 0.438, -4.117], [3.172, 0.059, -2.577], [0.321, 0.986, -3.122], [1.528, 1.746, -2.099], [3.361, 1.565, 1.735], [4.961, 1.936, 3.555], [4.666, 0.790, 5.729], [2.773, -0.773, 6.044], [1.172, -1.160, 4.216], [-2.023, -0.596, 2.377], [-3.209, -2.683, 2.872], [-2.030, -4.854, 2.710], [0.363, -4.907, 2.077], [1.553, -2.819, 1.579]],
  "mulliken_spin": [0.95, 0.00, -0.01, 0.04, 0.00, 0.00, 0.00, 0.00, 0.00, 0.01, 0.01, 0.00, 0.04, 0.00, 0.00, 0.00, -0.04, 0.02, -0.01, -0.04, 0.01, 0.00, 0.00, 0.00, 0.01, 0.00, 0.00, 0.00, 0.00, 0.00, 0.00, 0.00, 0.00, 0.00, 0.00, 0.00, 0.00, 0.01, 0.00, 0.00, 0.00, 0.00, 0.00, 0.00, 0.00, 0.00, 0.00, 0.00, 0.00, 0.00, 0.00, 0.00, 0.00, 0.00, 0.00, 0.00, 0.01, 0.00, 0.00, 0.00, 0.00]
}


No. 3
{
  "formula": "C22H31NOP2Tc",
  "method": "ωB97M-V with the def2-TZVPD basis set",
  "s_squared": 3.789,
  "e_lumo_ha": [-0.25820, -0.31280],
  "e_above_lowest_kcal_mol": 0.00,
  "spin_multiplicity": 4,
  "charge": 2,
  "species": ["C", "C", "C", "C", "C", "C", "C", "C", "C", "C", "C", "C", "C", "H", "H", "H", "H", "H", "H", "H", "N", "Tc", "C", "H", "H", "C", "H", "H", "P", "P", "C", "H", "H", "H", "C", "H", "H", "H", "C", "H", "H", "H", "C", "H", "H", "H", "H", "H", "C", "C", "C", "O", "H", "H", "H", "H", "H", "H"],
  "coordinates": [[3.092, -1.678, -2.628], [2.370, -1.044, -1.618], [1.411, -0.070, -1.988], [1.162, 0.235, -3.337], [1.889, -0.423, -4.331], [2.854, -1.370, -3.971], [0.037, 1.197, -3.586], [0.139, 2.336, -2.616], [0.440, 1.987, -1.287], [0.450, 2.955, -0.252], [0.151, 4.273, -0.589], [-0.140, 4.626, -1.911], [-0.146, 3.665, -2.925], [3.842, -2.422, -2.335], [1.687, -0.202, -5.380], [3.424, -1.897, -4.737], [-0.015, 1.531, -4.621], [0.150, 5.019, 0.212], [-0.369, 5.665, -2.137], [-0.380, 3.934, -3.958], [0.664, 0.628, -1.033], [-0.639, -0.362, 0.281], [2.561, -1.360, -0.153], [2.890, -0.472, 0.412], [3.298, -2.160, -0.011], [0.796, 2.545, 1.161], [1.833, 2.179, 1.224], [0.694, 3.393, 1.849], [0.961, -1.909, 0.623], [-0.257, 1.164, 1.826], [-1.730, 2.102, 2.359], [-2.408, 1.442, 2.915], [-1.430, 2.948, 2.991], [-2.254, 2.479, 1.473], [0.552, 0.776, 3.411], [0.515, 1.653, 4.073], [0.019, -0.057, 3.887], [1.596, 0.480, 3.247], [0.668, -3.485, -0.245], [1.587, -4.085, -0.266], [-0.123, -4.034, 0.282], [0.350, -3.279, -1.274], [1.513, -2.468, 2.267], [0.642, -2.854, 2.813], [2.249, -3.275, 2.151], [1.958, -1.642, 2.834], [-0.897, 0.639, -3.279], [-1.810, 0.578, -0.447], [-4.278, -0.909, 1.927], [-3.135, -1.761, 1.531], [-3.121, -3.179, 1.967], [-2.193, -1.306, 0.827], [-5.031, -1.551, 2.399], [-4.730, -0.412, 1.057], [-3.974, -0.140, 2.656], [-2.981, -3.861, 1.114], [-2.320, -3.361, 2.705], [-4.084, -3.399, 2.444]],
  "mulliken_spin": [-0.05, 0.05, 0.03, 0.06, -0.04, 0.10, 0.01, 0.04, 0.07, 0.06, -0.04, 0.12, -0.04, 0.00, 0.00, 0.00, 0.00, 0.00, 0.00, 0.00, 0.46, 2.09, 0.05, 0.00, 0.00, 0.03, 0.00, 0.00, -0.07, -0.22, 0.04, 0.00, 0.00, 0.00, 0.03, 0.00, 0.00, 0.00, 0.02, 0.00, 0.00, 0.00, 0.05, -0.01, 0.00, 0.00, 0.02, 0.01, 0.01, 0.02, 0.01, 0.06, 0.00, 0.00, 0.00, 0.00, 0.00, 0.00]
}


No. 4
{
  "formula": "C37H39N5OP2V",
  "method": "ωB97M-V with the def2-TZVPD basis set",
  "s_squared": 0.833,
  "e_lumo_ha": [-0.19879, -0.19900],
  "e_above_lowest_kcal_mol": 0.00,
  "spin_multiplicity": 2,
  "charge": 2,
  "species": ["V", "C", "N", "P", "C", "C", "C", "C", "C", "C", "C", "C", "C", "C", "C", "C", "P", "C", "C", "C", "C", "C", "C", "C", "C", "C", "C", "C", "C", "H", "H", "H", "H", "H", "H", "H", "H", "H", "H", "H", "H", "H", "H", "H", "H", "H", "H", "H", "H", "H", "H", "H", "C", "N", "C", "C", "C", "N", "C", "C", "O", "H", "H", "H", "H", "H", "H", "H", "H", "H", "H", "H", "H", "N", "C", "C", "C", "C", "C", "N", "C", "H", "H", "H", "H"],
  "coordinates": [[-0.418, -0.504, 0.500], [-1.347, 0.933, -2.454], [-0.371, 0.975, -1.351], [1.065, 0.002, -1.324], [2.462, 1.068, -1.734], [2.310, 2.283, -2.392], [3.432, 3.020, -2.741], [4.700, 2.545, -2.434], [4.853, 1.331, -1.776], [3.735, 0.593, -1.423], [0.934, -1.143, -2.707], [0.739, -2.494, -2.424], [0.609, -3.414, -3.455], [0.682, -2.981, -4.771], [0.907, -1.639, -5.060], [1.043, -0.720, -4.033], [-0.581, 1.792, 0.191], [0.825, 2.873, 0.511], [0.923, 4.184, 0.041], [2.061, 4.926, 0.303], [3.101, 4.372, 1.040], [3.000, 3.079, 1.531], [1.861, 2.333, 1.272], [-2.024, 2.852, -0.012], [-2.229, 3.682, -1.118], [-3.328, 4.522, -1.153], [-4.222, 4.552, -0.088], [-4.022, 3.735, 1.014], [-2.927, 2.882, 1.050], [-0.950, 1.422, -3.344], [-2.261, 1.441, -2.157], [-1.586, -0.099, -2.708], [1.321, 2.657, -2.627], [3.316, 3.965, -3.255], [5.572, 3.121, -2.710], [5.841, 0.962, -1.539], [3.853, -0.357, -0.912], [0.726, -2.830, -1.392], [0.466, -4.464, -3.236], [0.583, -3.696, -5.577], [0.986, -1.313, -6.088], [1.247, 0.320, -4.259], [0.113, 4.630, -0.517], [2.137, 5.941, -0.062], [3.987, 4.959, 1.243], [3.804, 2.657, 2.120], [1.775, 1.322, 1.657], [-1.543, 3.664, -1.956], [-3.488, 5.160, -2.012], [-5.074, 5.217, -0.120], [-4.712, 3.764, 1.846], [-2.763, 2.248, 1.915], [2.690, -2.086, 2.502], [1.614, -2.531, 3.374], [2.012, -3.281, 4.566], [0.897, -4.217, 4.981], [-0.375, -3.419, 5.168], [-0.626, -2.572, 3.998], [-2.003, -2.149, 3.778], [0.337, -2.200, 3.146], [0.025, -1.519, 2.113], [3.221, -2.948, 2.096], [3.398, -1.478, 3.067], [2.296, -1.495, 1.682], [2.263, -2.587, 5.374], [2.914, -3.838, 4.316], [1.157, -4.724, 5.908], [0.752, -4.979, 4.213], [-0.318, -2.792, 6.061], [-1.230, -4.085, 5.283], [-2.546, -2.863, 3.155], [-2.032, -1.168, 3.312], [-2.499, -2.084, 4.744], [-3.128, -5.546, -2.208], [-3.279, -4.480, -1.811], [-3.415, -3.146, -1.298], [-4.603, -2.428, -1.390], [-4.632, -1.141, -0.878], [-3.487, -0.610, -0.317], [-2.339, -1.299, -0.228], [-2.316, -2.550, -0.697], [-5.475, -2.871, -1.852], [-5.534, -0.548, -0.923], [-3.476, 0.403, 0.066], [-1.387, -3.098, -0.608]],
  "mulliken_spin": [1.13, 0.01, -0.03, -0.01, 0.00, 0.00, 0.00, 0.00, 0.00, 0.00, -0.02, 0.01, 0.01, 0.00, 0.00, 0.00, -0.08, -0.02, -0.01, 0.00, 0.00, 0.00, 0.00, 0.00, 0.00, 0.00, 0.00, 0.00, 0.00, 0.00, 0.00, 0.00, 0.00, 0.00, 0.00, 0.00, 0.00, 0.00, 0.00, 0.00, 0.00, 0.00, 0.00, 0.00, 0.00, 0.00, 0.01, 0.00, 0.00, 0.00, 0.00, 0.01, 0.00, 0.00, 0.00, 0.00, 0.00, 0.00, 0.00, 0.01, -0.01, 0.00, 0.00, 0.00, 0.00, 0.00, 0.00, 0.00, 0.00, 0.00, 0.00, -0.01, 0.00, 0.00, 0.00, 0.00, 0.00, 0.00, 0.01, -0.01, 0.02, 0.00, 0.00, 0.00, 0.00]
}